The following is a quantum chemistry calculation of a 2-piece molecular cluster, C16H17NO overall at a distorted geometry, from the Open Molecules 2025 dataset.

Values from the calculation:
E_LUMO = 0.025 Eh
frontier orbital gap = 8.5 eV
F_max = 7.7 eV/Å
HOMO energy = -7.78 eV

Atoms and positions in Å:
C (-3.08064, -1.80569, -2.81408)
C (-2.27600, -1.95604, -1.61858)
C (-2.80294, -2.00937, -0.30126)
N (-1.62692, -2.09906, 0.55218)
C (-0.49201, -2.27725, -0.12942)
C (0.88952, -2.31948, 0.21116)
C (1.81527, -2.55139, -0.79668)
C (1.39403, -2.64354, -2.18938)
C (0.15383, -2.24314, -2.53124)
C (-0.82956, -2.22381, -1.49738)
H (-3.25055, -2.77512, -3.32633)
H (-2.60393, -1.08112, -3.52637)
H (-4.14054, -1.44943, -2.67822)
H (-3.77742, -1.87886, -0.07532)
H (-1.70927, -1.82852, 1.53230)
H (1.27742, -2.16014, 1.20269)
H (2.88170, -2.85964, -0.62311)
H (2.11235, -2.87642, -2.86132)
H (-0.12098, -2.27489, -3.61660)
C (-0.67414, 4.77114, 0.31133)
C (0.16818, 3.64130, 0.74705)
C (-0.39022, 2.83652, 1.88072)
C (0.34476, 1.74938, 2.30890)
C (1.69462, 1.62378, 1.91486)
O (2.20202, 0.49401, 2.46475)
C (2.38289, 2.53598, 1.03720)
C (1.49044, 3.49084, 0.45058)
H (-1.23203, 4.68070, -0.54262)
H (-0.13568, 5.68692, 0.21440)
H (-1.43136, 5.10245, 1.00228)
H (-1.43526, 2.90410, 2.10413)
H (-0.06253, 0.92349, 2.91447)
H (3.26868, 0.49729, 2.46441)
H (3.38761, 2.34352, 0.69076)
H (2.01594, 4.07177, -0.36157)